[1]
Computed, not measured: C3H3LiO2 as an isolated structure, with ωB97M-V with the def2-TZVPD basis set.

Summary:
**Orbital gap (spin up / spin down)**: 3.439 / 6.801 eV
**F_max**: 0.0292 Eh/bohr
**Multiplicity**: 2
**Expectation value of S²**: 0.750
**Net charge**: -1

Geometry (Å):
O  0.121  -2.548  -1.079
Li  -1.329  0.553  2.267
O  -1.534  -0.064  0.662
C  -0.407  -0.343  0.024
C  -0.153  -1.476  -0.631
C  0.630  0.747  -0.275
H  1.521  0.386  -0.811
H  0.982  1.173  0.681
H  0.167  1.572  -0.838

***

[2]
Computed, not measured: C3H3LiO3Tl as an isolated structure, with ωB97M-V with the def2-TZVPD basis set.

Summary:
**Orbital gap (spin up / spin down)**: 4.336 / 7.304 eV
**F_max**: 0.0600 Eh/bohr
**Multiplicity**: 2
**Expectation value of S²**: 0.760
**Relative energy (zero: lowest compared OMol25 entry of this formula, charge and spin)**: 74.4 kcal per mole

Geometry (Å):
H  -0.905  0.235  -1.387
C  0.902  -1.099  -0.749
C  0.001  -0.116  -0.138
O  0.664  0.812  0.635
C  0.102  1.303  1.818
O  -1.060  0.935  2.047
O  0.674  -1.432  -1.974
H  1.941  -1.117  -0.375
H  -0.877  -0.562  0.351
Li  -0.640  2.015  3.573
Tl  -0.801  -0.976  -3.801

***

[3]
Computed, not measured: C3H3LiO4Pd as an isolated structure, with ωB97M-V with the def2-TZVPD basis set.

Summary:
**Orbital gap (spin up / spin down)**: 4.638 / 3.236 eV
**F_max**: 0.1890 Eh/bohr
**Multiplicity**: 3
**Expectation value of S²**: 2.027
**Relative energy (zero: lowest compared OMol25 entry of this formula, charge and spin)**: 77.4 kcal per mole

Geometry (Å):
O  3.209  1.081  -0.185
O  -0.128  0.964  0.419
C  -1.250  0.421  0.907
C  0.466  0.461  -0.726
O  -1.807  0.948  1.863
O  -1.697  -0.660  0.370
C  1.405  -0.514  -0.666
H  0.268  1.053  -1.624
H  1.887  -0.815  -1.602
H  1.630  -1.027  0.276
Li  -3.202  -0.461  1.835
Pd  -0.782  -1.451  -0.867

***

[4]
Computed, not measured: an isolated ion of composition C3H3N2O and charge +1, with ωB97M-V with the def2-TZVPD basis set.

Summary:
**Orbital gap (spin up / spin down)**: 7.092 / 7.095 eV
**F_max**: 0.0745 Eh/bohr
**Multiplicity**: 1
**Net charge**: +1
**Relative energy (zero: lowest compared OMol25 entry of this formula, charge and spin)**: 93.5 kcal per mole

Geometry (Å):
C  0.045  -1.682  -0.111
C  1.107  0.444  0.042
C  -1.212  0.452  -0.077
N  0.878  -0.855  -0.019
N  -0.118  1.107  -0.081
O  -2.301  0.113  0.131
H  -0.480  -2.394  0.345
H  2.118  0.743  0.248
H  -0.037  2.072  -0.478

***

[5]
Computed, not measured: an isolated ion of composition C3H3N2O2S and charge -1, with ωB97M-V with the def2-TZVPD basis set.

Summary:
**Orbital gap**: 7.332 eV
**F_max**: 0.0687 Eh/bohr
**Multiplicity**: 1
**Net charge**: -1
**Relative energy (zero: lowest compared OMol25 entry of this formula, charge and spin)**: 38.9 kcal per mole

Geometry (Å):
C  -0.977  1.307  0.012
C  -1.277  -0.992  -0.059
C  0.635  0.777  -0.362
N  -1.714  0.220  0.130
N  1.256  -1.650  0.718
O  -1.279  2.465  0.178
O  -1.790  -2.052  -0.067
S  0.593  -1.033  -0.582
H  1.026  1.406  -1.118
H  1.289  1.009  0.607
H  2.238  -1.456  0.544

***

[6]
Computed, not measured: an isolated ion of composition C3H3N2O3 and charge -1, with ωB97M-V with the def2-TZVPD basis set.

Summary:
**Orbital gap**: 8.593 eV
**SMILES**: [H]/N=C(\[O-])NC(=O)C=O
**F_max**: 0.0651 Eh/bohr
**Multiplicity**: 1
**Net charge**: -1
**Relative energy (zero: lowest compared OMol25 entry of this formula, charge and spin)**: 14.1 kcal per mole

Geometry (Å):
H  1.765  -1.556  0.534
N  0.855  -0.909  0.470
C  1.167  0.359  0.378
O  2.212  1.000  0.635
N  -0.003  1.281  0.056
C  -1.297  0.956  0.084
O  -2.205  1.764  0.200
C  -1.570  -0.571  0.136
O  -2.473  -1.089  0.758
H  0.180  2.248  0.293
H  -1.006  -1.119  -0.621